Record 1
Here is a cluster of 9 separate species, C8H34O9 in total from OMol25. Energies are from ωB97M-V with the def2-TZVPD basis set.

Atoms and positions in Å:
O (3.66773, -1.65324, -1.41347)
H (2.71593, -1.61460, -1.31958)
H (4.00065, -1.56849, -0.52004)
O (0.27735, -4.13053, -1.89084)
H (-0.06148, -3.66466, -1.12639)
H (0.14070, -5.05594, -1.68795)
O (-0.31940, 0.81435, -3.12923)
H (-0.14841, 0.16465, -3.81107)
H (-0.20580, 0.33594, -2.30798)
O (0.69467, -0.55059, -0.64307)
H (0.26532, -1.35539, -0.35293)
H (0.91406, -0.09017, 0.16694)
O (-0.25609, -3.19135, 0.50826)
H (0.53978, -3.65746, 0.76432)
H (-0.90065, -3.43386, 1.17306)
C (3.98710, 2.44495, -1.65093)
C (2.91027, 1.67433, -2.31676)
O (1.98890, 2.53000, -2.91769)
H (4.89494, 1.87689, -1.44786)
H (3.62711, 2.90811, -0.73224)
H (4.36820, 3.24117, -2.29039)
H (2.39867, 1.13146, -1.52200)
H (3.29142, 0.91697, -3.00176)
H (1.06515, 2.28293, -2.83252)
C (-1.90294, -0.61904, 2.90215)
C (-1.88640, -0.03827, 4.33993)
O (-1.30432, -1.03094, 5.17814)
H (-2.61558, -0.02268, 2.33243)
H (-2.26039, -1.64710, 2.96060)
H (-0.94755, -0.56653, 2.38006)
H (-2.90926, 0.15398, 4.66380)
H (-1.23647, 0.83596, 4.37748)
H (-0.36399, -1.03132, 4.98483)
C (0.47392, 3.29220, 0.86662)
C (0.13147, 2.05047, 1.60303)
O (1.36617, 1.41199, 1.97902)
H (1.24550, 3.87135, 1.37391)
H (-0.43382, 3.89303, 0.81077)
H (0.85112, 3.13088, -0.14323)
H (-0.48400, 1.38107, 1.00204)
H (-0.37866, 2.32953, 2.52498)
H (1.60899, 1.79294, 2.82608)
C (-2.60696, -1.71699, -1.95857)
C (-3.25537, -0.76525, -0.93798)
O (-4.51444, -0.45729, -1.56016)
H (-3.26504, -2.58436, -1.90674)
H (-1.60411, -1.98523, -1.62624)
H (-2.48917, -1.27288, -2.94701)
H (-2.62760, 0.10585, -0.75035)
H (-3.57790, -1.11614, 0.04230)
H (-4.86933, 0.24934, -1.01580)

- Expectation value of S²: 0.751
- Charge: -1
- Kohn-Sham gap (alpha / beta): 0.097 / 0.363 Ha
- Energy above the lowest of the compared OMol25 structures with the same formula, charge and spin: 0.000 eV
- Spin multiplicity: 2

---

Record 2
Here is a structure of composition C8H36B4KO4 from OMol25. Energies are from ωB97M-V with the def2-TZVPD basis set.

Atoms and positions in Å:
K (-1.16396, 0.94801, 0.19738)
B (-0.52191, 2.70211, -2.47565)
H (-1.15403, 1.71698, -2.82268)
H (0.61267, 2.38774, -2.38173)
H (-0.48437, 3.54543, -3.36076)
H (-0.94628, 3.22132, -1.49589)
B (2.41263, -0.02035, -1.98189)
H (1.49160, 0.14942, -1.19592)
H (3.42798, 0.43233, -1.52816)
H (2.59910, -1.22673, -2.17653)
H (2.14641, 0.47002, -3.04484)
B (-2.72475, 2.68592, 2.32549)
H (-3.24286, 2.89526, 3.40147)
H (-2.13248, 1.65554, 2.33536)
H (-3.61111, 2.61498, 1.50518)
H (-1.92789, 3.52994, 2.02874)
B (2.09228, 2.88976, 0.35697)
H (1.63409, 2.87053, 1.48452)
H (2.99540, 2.10429, 0.22572)
H (1.22047, 2.62256, -0.40614)
H (2.54157, 3.99083, 0.09256)
C (4.90998, -1.09475, 1.29637)
O (3.58719, -1.09108, 1.70040)
C (2.77397, -1.98269, 0.96005)
C (1.33836, -1.96610, 1.50988)
O (0.79094, -0.69596, 1.62150)
C (1.27635, 0.22356, 2.57828)
H (5.11048, -1.60270, 0.34492)
H (5.54667, -1.65194, 2.01753)
H (5.35436, -0.10286, 1.20356)
H (3.20921, -2.99582, 1.01250)
H (2.70801, -1.63307, -0.07885)
H (1.24546, -2.53171, 2.45477)
H (0.79991, -2.49251, 0.71327)
H (0.48139, 0.91361, 2.87432)
H (2.03987, 0.88759, 2.17683)
H (1.63950, -0.27893, 3.48705)
C (-0.87809, -1.83422, -2.39797)
O (-1.80461, -1.28735, -1.49931)
C (-2.68192, -2.22832, -0.96704)
C (-3.31857, -1.52422, 0.21748)
O (-3.91059, -0.26777, -0.09024)
C (-5.13873, -0.46252, -0.76155)
H (-0.16925, -2.56096, -1.98523)
H (-0.23659, -1.03673, -2.78479)
H (-1.36450, -2.24605, -3.29818)
H (-2.18613, -3.13346, -0.59235)
H (-3.46716, -2.49460, -1.69158)
H (-2.53941, -1.34641, 0.96573)
H (-4.06345, -2.15392, 0.73139)
H (-5.80477, -1.01495, -0.08585)
H (-4.99868, -1.02279, -1.69252)
H (-5.51374, 0.52374, -1.02356)

- Charge: -3
- Kohn-Sham gap: 0.137 Ha
- Energy above the lowest of the compared OMol25 structures with the same formula, charge and spin: 0.000 eV

---

Record 3
Here is a structure of composition C8H36F24LiN4O34S8 from OMol25. Energies are from ωB97M-V with the def2-TZVPD basis set.

Atoms and positions in Å:
Li (-0.77155, -1.90074, -3.82147)
C (-10.17397, 6.66604, 2.38176)
F (-10.36404, 5.35334, 2.59194)
F (-10.26313, 6.89581, 1.01798)
F (-10.96180, 7.28980, 3.18736)
S (-8.35741, 7.28778, 2.83693)
O (-8.36532, 8.65566, 2.28867)
O (-8.21947, 7.24954, 4.28806)
N (-7.31625, 6.26647, 1.95972)
S (-6.96072, 5.09866, 2.90392)
O (-6.06119, 5.52658, 4.00254)
O (-8.08880, 4.23454, 3.27720)
C (-5.81120, 4.00033, 1.82333)
F (-4.59238, 4.41374, 1.88249)
F (-5.79030, 2.75348, 2.33903)
F (-6.20785, 3.97728, 0.57699)
C (3.45902, 0.22595, -1.23518)
F (3.07072, 0.88714, -0.07048)
F (3.27406, 1.03641, -2.24889)
F (4.71495, 0.01094, -1.07273)
S (2.50340, -1.48958, -1.52057)
O (2.67693, -1.83293, -2.95275)
O (3.03159, -2.45297, -0.57800)
N (0.77612, -1.16589, -1.40501)
S (0.47571, -1.45657, 0.09603)
O (0.04683, -2.85190, 0.22786)
O (1.46306, -1.01267, 1.07317)
C (-1.15837, -0.42581, 0.47334)
F (-1.06918, 0.03783, 1.71763)
F (-1.28567, 0.65734, -0.29811)
F (-2.26863, -1.21077, 0.32442)
C (0.01792, -0.66812, 7.03278)
F (-1.22505, -0.24296, 6.85703)
F (0.11927, -1.84001, 6.37621)
F (0.95084, 0.23703, 6.59503)
S (0.50324, -0.97097, 8.88515)
O (1.77186, -1.67870, 8.75892)
O (0.57551, 0.37170, 9.40546)
N (-0.79948, -2.02915, 9.51349)
S (-0.57984, -1.66681, 11.03133)
O (0.72957, -1.77094, 11.59415)
O (-1.34278, -0.43477, 11.33830)
C (-1.59841, -3.10864, 11.90980)
F (-2.83295, -3.16512, 11.37153)
F (-0.99291, -4.29646, 11.90944)
F (-1.73361, -2.79837, 13.23249)
C (-0.00567, -0.42970, -8.41671)
F (1.17911, -0.53296, -7.71854)
F (-0.38945, 0.88651, -8.48312)
F (0.12148, -0.95282, -9.66193)
S (-1.36543, -1.56790, -7.46293)
O (-2.37776, -2.06673, -8.38493)
O (-0.56280, -2.55287, -6.80322)
N (-1.92090, -0.52894, -6.11474)
S (-3.42550, -0.28325, -6.47161)
O (-3.59398, 0.62346, -7.62007)
O (-4.23633, -1.54093, -6.41891)
C (-3.92917, 0.77974, -4.94780)
F (-5.23757, 0.98937, -5.06897)
F (-3.77439, 0.02859, -3.85253)
F (-3.21098, 1.88059, -4.88357)
O (6.57027, -4.19390, 1.81395)
H (7.40741, -4.04864, 1.37311)
H (6.17969, -3.32255, 1.88045)
O (4.87165, 1.21777, -6.28469)
H (4.44449, 1.98486, -5.90346)
H (4.17594, 0.56366, -6.35063)
O (-2.16653, -4.17845, -3.29997)
H (-2.75849, -4.69766, -3.84425)
H (-1.65255, -4.82673, -2.81851)
O (-7.01184, -3.28116, 2.43162)
H (-6.14464, -3.03860, 2.75624)
H (-6.87439, -4.11289, 1.97823)
O (7.96225, 0.97117, -4.06617)
H (7.09367, 0.66614, -4.32840)
H (8.05229, 1.82743, -4.48444)
O (-5.23182, -4.46056, -1.10595)
H (-4.50097, -4.58564, -1.71130)
H (-5.14543, -3.55457, -0.80937)
O (3.70846, -6.86279, -1.33450)
H (3.16097, -6.37446, -1.94934)
H (4.06320, -6.19562, -0.74690)
O (7.91771, 1.07556, 2.30612)
H (7.77790, 1.50881, 3.14813)
H (7.31330, 0.33336, 2.31483)
O (5.10702, -0.93761, 3.17871)
H (4.96296, -0.82749, 4.11859)
H (4.23329, -0.87410, 2.79295)
O (-0.98550, 4.67753, -1.97004)
H (-0.59963, 5.16967, -2.69470)
H (-0.95681, 3.76497, -2.25750)
O (-0.29899, -6.53369, -1.46269)
H (-0.41095, -7.46273, -1.26127)
H (-0.38296, -6.09298, -0.61714)
O (5.39607, -3.33701, -6.81401)
H (5.12783, -3.06577, -7.69190)
H (4.76987, -2.91034, -6.22918)
O (6.79720, 4.54141, 0.24825)
H (7.60857, 5.02629, 0.39929)
H (7.00574, 3.64106, 0.49745)
O (-0.12472, -6.34292, 3.34675)
H (-0.63577, -6.70627, 2.62354)
H (-0.71792, -5.72407, 3.77263)
O (-0.20849, 1.52703, -3.83393)
H (-0.81555, 1.25061, -4.52045)
H (-0.06369, 0.73907, -3.31011)
O (9.85030, 1.91632, -1.29388)
H (9.41610, 1.36521, -1.94502)
H (9.50902, 2.79550, -1.45763)
O (3.53460, 5.96128, 0.57219)
H (4.39675, 5.58111, 0.40365)
H (2.94801, 5.20748, 0.63482)
O (1.69267, 3.87126, -5.44789)
H (1.29658, 4.72575, -5.27698)
H (1.09681, 3.24424, -5.03799)

- Charge: -3
- Kohn-Sham gap: 0.265 Ha

---

Summary of maximum force in eV/Å
2.1; 1.7; 4.9
(order as listed above)
Summary of total energy in a.u.
-1002.284122; -1326.248600; -8693.401896
(order as listed above)